i) ORCA calculation (the ωB97M-V functional and the def2-TZVPD basis) on an isolated ion of composition CH2NO4P and charge -2.

XYZ file:
```
9
Properties=species:S:1:pos:R:3
H -0.08988 -0.67063 1.35795
O 2.70521 -1.53260 -0.22130
O 2.44384 0.90079 -1.09068
O -1.84142 0.14100 -0.15830
O 2.88160 0.44407 1.41842
H -0.14024 0.92802 -1.04401
P 2.45807 -0.06567 0.07320
C -0.63813 0.36453 -0.22974
N 0.30420 -0.06482 0.57913
```

## Properties
Net charge   -2
E_LUMO   7.0 eV


ii) ORCA calculation (the ωB97M-V functional and the def2-TZVPD basis) on a 2-piece molecular cluster, CH2NO4P overall.

XYZ file:
```
9
Properties=species:S:1:pos:R:3
H 0.16382 -0.71494 -1.13062
O -2.20743 0.56253 -0.79021
H 0.24776 0.44406 0.08757
O 2.28461 -2.05863 -0.07389
C -0.16039 -0.45423 -0.04126
O -2.52638 -0.40086 1.54799
O -2.30611 -1.95826 -0.59176
N 1.65296 -1.54701 0.83925
P -1.98730 -0.63551 0.12352
```

## Properties
Net charge   -2
E_LUMO (alpha / beta)   7.0 / 7.0 eV


Name the most stable of them. i).


i) ORCA calculation (the ωB97M-V functional and the def2-TZVPD basis) on a 3-piece molecular cluster, C2H9O3 overall.

XYZ file:
```
14
Properties=species:S:1:pos:R:3
H -0.26450 0.53512 -1.05888
H 1.17728 2.27213 -2.05173
C 1.63792 1.80852 -1.17191
H 2.76989 1.58102 -1.12434
O 1.07418 0.23535 0.60309
C 0.94357 0.42143 -0.80767
H 0.50938 -0.56023 0.75724
O -0.56482 -2.01532 0.96950
O -2.60486 -0.20323 0.29016
H -3.27462 -0.62905 -0.25598
H 1.48092 -0.27052 -1.51820
H -0.50292 -2.29078 1.91309
H 1.45442 2.68476 -0.52107
H -2.07477 -0.83654 0.83535
```

## Properties
Net charge   -1
E_LUMO   4.1 eV


ii) ORCA calculation (the ωB97M-V functional and the def2-TZVPD basis) on a 3-piece molecular cluster, C2H9O3 overall.

XYZ file:
```
14
Properties=species:S:1:pos:R:3
H 1.55650 2.01621 1.36306
H 2.83374 1.78067 -0.60370
H -3.53835 -0.58738 -1.26138
H 0.06238 -1.40798 -1.38996
O 0.36517 0.36516 1.17466
O -0.53250 -1.10743 -0.71525
C 1.60098 0.98262 1.00490
O -3.16077 -1.07369 -0.51593
H 1.13807 1.19774 -1.07328
H 2.37564 0.40960 1.54321
H 0.17549 -0.26540 0.39757
H -2.14409 -1.16553 -0.60644
H 2.45375 0.08542 -0.80412
C 2.04028 1.04445 -0.48243
```

## Properties
Net charge   -1
E_LUMO   4.2 eV


Name the most stable of them. ii).


i) ORCA calculation (the ωB97M-V functional and the def2-TZVPD basis) on a 2-piece molecular cluster, C10H17P overall.

XYZ file:
```
28
Properties=species:S:1:pos:R:3
H 0.15263 2.34745 -2.70957
H -1.32975 -2.19216 2.20059
H -1.71175 2.47439 1.39193
H -0.29411 1.77187 2.75545
C 0.22110 -1.23889 1.04323
C -1.14678 0.62472 0.44375
C 1.80641 1.92778 -3.91960
C 0.07369 -2.91243 -0.93410
C 1.17972 2.56648 -2.95414
H 2.83494 2.13278 -4.16908
C -1.84812 1.94543 0.45040
H 1.29055 1.05883 2.45148
H -0.77133 -3.41277 -1.40676
H -1.47006 2.57265 -0.35794
H 0.05602 -3.24136 1.88103
H 0.81714 -2.71972 -1.71081
H 0.18531 -1.97143 3.08893
H 1.31660 1.16655 -4.50368
H -2.91591 1.80136 0.28408
H 1.31759 -1.25492 1.00562
C 0.22984 0.83799 2.56983
C -0.27845 0.14731 1.34610
C -0.24539 -2.22647 2.12377
H 0.52218 -3.59163 -0.20993
C -0.34386 -1.63071 -0.29219
H 1.65951 3.32748 -2.36036
P -1.42354 -0.51403 -0.95638
H 0.11583 0.20346 3.44834
```

## Properties
E_LUMO   0.6 eV


ii) ORCA calculation (the ωB97M-V functional and the def2-TZVPD basis) on one molecule with the formula C10H17P.

XYZ file:
```
28
Properties=species:S:1:pos:R:3
H -1.90056 -2.57001 -0.81073
H -2.33511 -0.96886 1.21606
C -0.00774 1.21672 -0.26891
H -2.70579 1.32415 -1.44796
H -2.70535 -0.46544 -1.38306
H 2.57332 1.49316 1.22513
H -0.24345 -3.18022 -0.59760
P -1.95250 0.41526 1.36137
H 0.15833 3.36375 -0.89875
C 1.89627 -1.81065 0.69300
H 2.72849 -1.84990 0.07009
C 1.13006 0.60923 -0.00166
H -1.67247 0.42374 -2.55927
C 0.93022 -0.81771 0.11513
C -0.14762 2.72172 -0.08677
C -2.12108 0.41846 -1.50154
C -0.32407 -1.11702 -0.36027
H -0.86705 -0.23632 2.00496
H -1.28349 -2.67321 0.79333
C 2.47849 1.35617 0.20235
C -0.99672 -2.48209 -0.27981
C -1.02973 0.17111 -0.56356
H 1.32426 -2.70372 0.75880
H 2.42420 2.25090 -0.35591
H 3.28954 0.61050 -0.03986
H -1.14773 2.99059 0.10729
H 0.36416 3.06857 0.87467
H 2.14313 -1.55889 1.73348
```

## Properties
E_LUMO   0.7 eV


Name the most stable of them. i).


i) ORCA calculation (the ωB97M-V functional and the def2-TZVPD basis) on C25H31AsBrN4O4RhS as an isolated structure.

XYZ file:
```
68
Properties=species:S:1:pos:R:3
N 1.72279 -0.22613 0.48555
H -3.03277 2.54454 -2.84683
C 1.69060 -0.58526 4.88474
H -2.04833 -6.49764 2.10235
O -2.47774 -0.11090 -1.48619
H -5.41690 -1.19645 0.66211
C 0.38839 1.04664 3.03648
C 0.76356 -0.25985 2.67742
C -2.07277 -3.18420 -0.05741
H 1.67102 -2.07265 3.33223
C 1.32615 0.70979 5.22212
N -2.99113 -2.28548 0.29817
C -2.93237 2.14013 0.33650
C 1.84378 0.18479 -1.71793
H 4.31688 -0.44899 -1.98543
H 2.18463 1.16709 -1.39122
H 2.47942 0.23964 -5.11094
H 4.06968 2.18870 -5.34670
Rh -0.59597 -0.45040 -1.23230
H -1.30383 4.81735 0.49507
C 4.01792 0.84126 -3.67755
C -3.94119 -2.66000 1.14927
H -3.57575 1.46458 -0.21569
H -3.20002 4.16898 -2.12116
As -1.56280 2.71384 -0.87892
H -2.50198 1.61560 1.18472
N 1.60223 -0.73104 -0.85729
S -0.78732 -2.75305 -1.14194
H 1.54361 1.09079 6.21208
H -2.94544 -0.77075 -0.92528
C 5.82321 2.37915 -4.13023
C -0.62250 4.15326 -0.03466
C 4.71769 0.37134 -2.56627
C -3.99552 -3.95897 1.63093
C 5.94860 0.91554 -2.23050
C -2.99698 -6.27951 1.61158
H -3.06120 -6.92641 0.73647
O -0.61559 -0.23261 0.70959
H 0.06584 3.68410 0.66776
N -2.05716 -4.46011 0.35116
O -0.36861 1.66346 -1.39589
H -3.81499 -6.51109 2.29170
H 0.54535 -1.84072 1.20910
H -5.68201 -1.99120 2.23031
H 0.37264 2.53127 4.56703
C 1.74659 -0.02171 -3.18293
C -2.49888 3.38754 -2.41021
H 6.48297 0.53983 -1.36790
C 2.69343 0.31934 -4.05100
H -3.45603 3.03486 0.67437
H 6.25559 3.15665 -4.74614
C 4.59646 1.83570 -4.46825
C 1.40173 -1.05925 3.61113
C 0.67294 1.52414 4.30824
C 0.55880 -0.74404 1.25749
C 6.49957 1.92433 -3.00519
H -1.77636 3.77301 -3.12638
H -4.76918 -4.27516 2.31694
H -0.46573 1.24417 1.38717
H 2.18837 -1.22022 5.60509
H -0.08548 4.71942 -0.79347
O -0.27249 1.84338 2.15915
H -4.39115 -0.78390 2.02797
C -4.92797 -1.60389 1.54785
H 2.55405 -0.65763 0.88456
H 7.46084 2.34613 -2.74308
Br 0.06129 -0.63740 -3.80054
C -3.02248 -4.84375 1.18102
```

## Properties
E_LUMO   -0.4 eV


ii) ORCA calculation (the ωB97M-V functional and the def2-TZVPD basis) on C25H31AsBrN4O4RhS as an isolated structure.

XYZ file:
```
68
Properties=species:S:1:pos:R:3
C 0.55112 4.64923 -5.78353
H -5.06193 3.23727 5.11209
S -1.54444 0.95240 1.49358
N -3.89333 1.67040 2.39745
C 0.45799 1.76024 1.73709
N 0.55899 2.30692 0.35558
C -1.09914 -3.87205 1.62184
H 0.73959 5.60499 -6.26451
H -0.74458 -4.92245 1.59597
H -3.23581 3.79098 6.49136
C 0.73021 2.23728 -5.76617
C -0.12037 4.60517 -4.56383
Rh 0.00000 0.00000 0.00000
O 0.62485 0.44529 1.71931
C -4.40427 2.78303 4.38489
O -1.20674 -1.45296 0.10061
H 2.29301 3.84810 1.31190
C -0.09596 0.51651 -2.65706
H -6.40811 2.65804 1.88187
Br -0.69421 -1.09943 -1.96144
H 4.05297 3.96299 5.22189
H 2.64671 2.02512 5.91127
C -4.81964 2.21702 3.24735
C 1.52990 2.35622 2.68419
H 1.76974 -3.74495 -0.48144
C 2.56350 2.44283 4.91383
C 1.68025 1.87121 4.00170
H -2.68671 -3.67198 -1.44824
H -4.18776 1.23660 1.53002
H 0.23243 3.26609 0.45799
N -0.20434 1.70124 -0.59559
N -2.07974 2.23697 3.79834
H 1.73238 -2.23977 0.52718
C -2.53895 1.66426 2.64000
C -0.24142 0.87444 -3.94239
H -1.36691 -3.05281 -2.52425
H -1.26596 -4.72727 -1.83911
As -0.64119 -2.98496 -0.07232
C 0.49771 1.37946 -1.62762
H -0.61008 -3.33609 2.46129
C 2.34357 3.44554 2.31801
C 3.35042 3.52225 4.52285
C 3.24652 4.01773 3.22426
C 0.07048 2.18244 -4.53245
O 1.10043 -1.21496 0.06816
C 1.29183 -2.75284 -0.35249
H -1.88930 2.62914 6.46598
C -0.36664 3.37758 -3.94511
H -0.68394 0.16220 -4.63407
C -6.25584 2.14059 2.83484
H -0.46069 5.52293 -4.09135
C 0.97449 3.46590 -6.38590
H -2.19941 -3.85442 1.76228
H -6.56436 1.09667 2.71560
C -2.42376 3.38478 5.88279
H 0.71298 0.35763 3.53512
H -6.91741 2.60236 3.57556
C -1.59463 -3.68653 -1.64239
H 1.49257 3.49757 -7.34047
H 1.55526 1.66279 -1.77252
H -1.73270 4.19427 5.63008
H -0.48645 2.17248 2.12553
H 1.46098 -2.13827 -1.26068
H -0.91503 3.36606 -3.00358
H 1.06047 1.32296 -6.25334
H 3.86949 4.84776 2.90588
O 0.98664 0.75751 4.40814
C -2.94069 2.75826 4.61278
```

## Properties
E_LUMO   0.1 eV


iii) ORCA calculation (the ωB97M-V functional and the def2-TZVPD basis) on C25H31AsBrN4O4RhS as an isolated structure.

XYZ file:
```
68
Properties=species:S:1:pos:R:3
H 2.36370 1.24717 -3.87427
H 6.47309 -1.22744 -2.73436
N 0.98039 0.31227 0.23086
H -0.96107 -5.52531 -2.56929
O 4.45430 -1.85875 -1.30949
H -6.07863 5.11526 1.56397
H 3.44299 4.98502 4.39937
H 2.43972 -5.93148 -0.73682
H 0.84845 2.69023 1.88356
C -6.01322 1.98953 -0.90378
N -3.94296 2.70469 0.79480
Br -0.74182 -1.55243 2.27102
C 5.59710 0.28093 -4.00011
C -6.14151 3.08292 -0.10383
C 1.75635 2.13610 5.09752
H -7.04045 3.67955 -0.11982
H -7.34892 0.48067 -1.60621
C 1.15332 1.91355 3.85988
H 0.19759 -6.18548 1.26828
O -0.75387 -2.95571 -0.19299
H 2.09049 1.46753 -0.94900
H -0.39975 -3.88490 -2.95786
H -4.31246 5.27158 1.43018
C -7.05085 1.49950 -1.85873
Rh 0.64467 -1.83790 0.22679
C 5.58398 -0.66632 -2.99106
C 1.36087 2.82744 2.82760
O 1.85225 -1.68797 -1.31442
S -2.45067 0.64858 -0.05111
As 0.29592 -4.52996 -0.60782
C -0.86139 -4.50622 -2.18978
H -0.96272 -6.62679 -0.01402
H -4.99846 4.26111 2.68876
C -5.05220 3.40072 0.74683
C 0.30290 0.72445 3.66390
H 2.38931 0.13067 1.72566
H -0.38630 0.45657 4.45673
H 1.30612 -6.33993 -2.06095
H 1.58642 1.43706 5.90775
C -5.13092 4.58870 1.65770
O 1.39398 -3.59100 0.40333
C 2.80038 4.12739 4.24888
H 2.33699 4.63208 2.21635
C 1.73330 -5.53374 -1.46401
H -1.81937 -4.08094 -1.91177
H -7.92965 2.13818 -1.82839
C 0.35637 -0.02790 2.57747
H 2.26997 -4.84338 -2.11666
C 4.44362 0.98112 -4.32957
N -4.86148 1.29187 -0.83135
C -3.79298 1.60986 -0.00128
H -1.33095 -5.29394 1.11133
C 3.24970 -0.20801 -2.59094
H 6.51605 0.46689 -4.54212
H -4.71607 0.47062 -1.40319
C 1.98917 -0.38505 -1.78395
C 2.58037 3.23251 5.28835
C 4.41443 -0.92381 -2.27934
C 1.33208 0.08386 1.45678
H 3.05287 3.39023 6.24912
N 2.14336 0.51406 -0.59652
H 3.52744 -2.01676 -1.01799
H 1.10423 -0.09375 -2.36868
H 4.44954 1.70984 -5.12887
C 2.18442 3.92665 3.02282
C -0.54105 -5.80495 0.56430
C 3.27922 0.72075 -3.62301
H -6.65770 1.49209 -2.87656
```

## Properties
E_LUMO   -0.3 eV


Name the most stable of them. i).


i) ORCA calculation (the ωB97M-V functional and the def2-TZVPD basis) on a 2-piece molecular cluster, C3H3O2S overall.

XYZ file:
```
9
Properties=species:S:1:pos:R:3
O 1.24241 -0.65107 0.01370
H 1.41468 0.25015 0.27892
C -0.76880 0.47786 0.10540
C -0.16093 -0.66234 -0.27742
H 0.03456 1.19148 0.60146
H -0.59234 -1.45788 -0.81582
S -2.37200 1.04813 -0.11472
C -4.87210 -0.10797 -0.12041
O -4.71823 -1.17573 0.25579
```

## Properties
Net charge   -1
E_LUMO   4.0 eV


ii) ORCA calculation (the ωB97M-V functional and the def2-TZVPD basis) on a 2-piece molecular cluster, C3H3O2S overall.

XYZ file:
```
9
Properties=species:S:1:pos:R:3
H -0.82261 0.08346 -1.30362
O -0.71425 0.64342 2.56059
H 1.72320 -1.42543 -0.30698
C 1.10569 -0.80306 -0.85156
C -0.21400 -0.55477 -0.62978
C -1.01698 1.40121 1.76069
H -0.59411 -0.95358 0.20020
S 1.86283 -0.56515 -2.40002
O -1.32976 2.17392 0.97047
```

## Properties
Net charge   -1
E_LUMO   3.1 eV


iii) ORCA calculation (the ωB97M-V functional and the def2-TZVPD basis) on a 2-piece molecular cluster, C3H3O2S overall.

XYZ file:
```
9
Properties=species:S:1:pos:R:3
C -1.00685 0.44889 1.02835
O 0.14622 0.96017 0.95860
H -2.34106 0.35816 -0.39164
O 2.76008 1.42445 -0.29187
H -2.10164 -1.20086 0.54190
H -0.86623 -0.71019 -0.81404
S 2.61977 -1.21692 -0.73386
C -1.56824 -0.37945 -0.01967
C 2.35795 0.31575 -0.27777
```

## Properties
Net charge   -1
E_LUMO (alpha / beta)   3.2 / 3.2 eV


Name the most stable of them. ii).


i) ORCA calculation (the ωB97M-V functional and the def2-TZVPD basis) on an isolated ion of composition C7H12N and charge +1.

XYZ file:
```
20
Properties=species:S:1:pos:R:3
C -2.59064 0.58222 -0.29717
H -3.32408 1.35849 -0.72933
H 2.84216 0.95000 0.72055
N 1.18623 -0.30615 0.36911
H 2.87278 -1.04360 -0.57916
H -1.11036 -2.01471 1.05676
H 1.45776 -0.56086 -1.73635
C -2.57882 -0.63407 0.23489
C -1.24968 -1.06401 0.54490
H -3.51084 -1.18797 0.53069
H -0.74741 1.90199 0.19138
C -1.07264 0.98067 -0.41897
C -0.29857 -0.16634 0.21804
C 1.77393 0.99485 0.60403
H 1.31651 -0.99169 1.25574
H 1.30042 -1.94186 -0.80471
C 1.79068 -0.94889 -0.82810
H 1.53081 1.50697 -0.26084
H -0.88384 1.14937 -1.58412
H 1.29560 1.43561 1.51267
```

## Properties
Net charge   +1
E_LUMO   -3.3 eV


ii) ORCA calculation (the ωB97M-V functional and the def2-TZVPD basis) on an isolated ion of composition C7H12N and charge +1.

XYZ file:
```
20
Properties=species:S:1:pos:R:3
C 0.39842 -0.04167 0.00324
H -2.27255 1.14852 1.03830
H 0.06102 -2.78789 -0.01690
H -2.95451 -0.40437 1.25681
C 0.60778 -2.30624 0.84393
C 0.84655 -1.00793 0.94104
H 2.83906 1.55868 0.21727
N -2.44168 -0.52811 -1.03955
H 1.18317 -2.99868 1.46582
C 2.40931 1.22403 -0.76117
H -2.25305 -0.63627 -2.11711
C -1.95710 0.01213 1.09382
C -1.43028 -0.30678 -0.24962
H 2.57796 1.88209 -1.50752
H -1.14543 -0.37252 1.79669
H 1.40313 -0.56195 1.76374
H 2.86229 0.19626 -0.97869
H -3.46612 -0.25835 -0.83824
H 0.30531 1.28048 -1.49621
C 0.93704 0.91242 -0.73113
```

## Properties
Net charge   +1
E_LUMO   -4.3 eV


Name the most stable of them. i).